{"formula": "C31H83N5O12", "method": "ωB97M-V/def2-TZVPD", "species": ["C", "O", "C", "C", "C", "N", "H", "H", "H", "H", "H", "H", "H", "H", "H", "H", "H", "C", "O", "C", "C", "N", "C", "C", "O", "C", "H", "H", "H", "H", "H", "H", "H", "H", "H", "H", "H", "H", "H", "H", "H", "C", "O", "C", "C", "N", "C", "C", "O", "C", "H", "H", "H", "H", "H", "H", "H", "H", "H", "H", "H", "H", "H", "H", "H", "C", "O", "C", "C", "N", "C", "C", "O", "C", "H", "H", "H", "H", "H", "H", "H", "H", "H", "H", "H", "H", "H", "H", "H", "C", "O", "C", "C", "N", "C", "C", "O", "C", "H", "H", "H", "H", "H", "H", "H", "H", "H", "H", "H", "H", "H", "H", "H", "C", "O", "H", "H", "H", "H", "C", "O", "H", "H", "H", "H", "C", "O", "H", "H", "H", "H"], "coordinates": [[-4.38, -2.95, 3.46], [-4.38, -2.55, 2.11], [-4.34, -1.13, 1.92], [-4.25, -0.82, 0.43], [-5.50, -1.27, -0.36], [-3.11, -1.54, -0.15], [-4.92, -2.21, 4.07], [-3.37, -3.05, 3.88], [-4.93, -3.89, 3.52], [-5.23, -0.69, 2.40], [-3.45, -0.82, 2.48], [-4.09, 0.23, 0.18], [-5.31, -1.02, -1.40], [-6.39, -0.73, -0.02], [-5.69, -2.34, -0.32], [-2.33, -1.28, 0.46], [-3.29, -2.52, 0.08], [3.05, 0.22, -3.42], [2.74, 1.50, -2.88], [2.70, 2.52, -3.86], [1.57, 2.47, -4.89], [0.35, 2.14, -4.16], [-0.88, 2.41, -4.89], [-2.05, 1.61, -4.29], [-1.74, 0.25, -4.42], [-2.49, -0.61, -3.58], [2.49, -0.03, -4.32], [2.79, -0.50, -2.65], [4.11, 0.10, -3.68], [3.67, 2.69, -4.33], [2.44, 3.38, -3.23], [1.71, 1.71, -5.67], [1.49, 3.45, -5.36], [0.29, 1.15, -3.93], [-0.97, 2.03, -5.92], [-1.05, 3.49, -4.94], [-2.98, 1.97, -4.75], [-2.23, 1.88, -3.24], [-3.54, -0.38, -3.41], [-1.99, -0.70, -2.61], [-2.35, -1.61, -3.99], [-0.72, 1.58, 2.80], [-2.10, 1.86, 2.78], [-2.62, 2.29, 1.53], [-2.51, 3.78, 1.32], [-2.83, 4.11, -0.09], [-2.95, 5.57, -0.25], [-3.01, 5.93, -1.72], [-1.80, 5.80, -2.41], [-1.90, 6.04, -3.80], [-0.42, 0.89, 2.01], [-0.48, 1.09, 3.74], [-0.18, 2.54, 2.83], [-3.62, 1.86, 1.56], [-2.04, 1.82, 0.72], [-1.50, 4.16, 1.48], [-3.24, 4.29, 1.95], [-2.02, 3.84, -0.65], [-2.19, 6.18, 0.23], [-3.93, 5.80, 0.16], [-3.55, 6.88, -1.84], [-3.72, 5.24, -2.21], [-2.05, 7.11, -3.92], [-2.71, 5.45, -4.25], [-0.98, 5.73, -4.29], [-1.34, -4.68, 0.28], [-0.30, -5.57, 0.13], [0.76, -5.42, 1.06], [2.01, -6.08, 0.52], [2.04, -7.52, 0.44], [1.11, -8.11, -0.52], [1.23, -9.61, -0.70], [2.64, -9.89, -0.76], [2.87, -11.17, -1.30], [-1.17, -3.59, 0.41], [-1.88, -4.84, 1.24], [-2.11, -4.74, -0.49], [0.49, -5.84, 2.04], [0.99, -4.39, 1.37], [2.88, -5.76, 1.10], [2.31, -5.62, -0.44], [2.98, -7.79, 0.17], [1.45, -7.74, -1.50], [0.09, -7.78, -0.36], [0.85, -9.83, -1.70], [0.77, -10.23, 0.07], [3.89, -11.52, -1.15], [2.67, -11.17, -2.38], [2.31, -12.00, -0.87], [3.08, 6.49, 0.23], [3.51, 6.59, 1.53], [3.81, 5.45, 2.32], [2.53, 4.65, 2.56], [2.70, 3.76, 3.70], [3.01, 2.39, 3.26], [3.19, 1.38, 4.40], [1.90, 0.86, 4.69], [1.95, -0.34, 5.42], [3.60, 5.74, -0.39], [3.21, 7.47, -0.24], [2.05, 6.11, 0.12], [4.27, 5.77, 3.25], [4.49, 4.79, 1.76], [2.27, 4.05, 1.68], [1.66, 5.31, 2.68], [1.90, 3.68, 4.31], [3.96, 2.44, 2.73], [2.37, 1.93, 2.50], [3.57, 1.89, 5.28], [3.94, 0.67, 4.04], [0.91, -0.65, 5.53], [2.38, -0.22, 6.42], [2.46, -1.17, 4.93], [-0.80, -2.01, 2.90], [0.52, -2.20, 2.36], [-0.65, -1.97, 3.98], [-1.16, -1.07, 2.49], [-1.49, -2.81, 2.64], [0.76, -1.36, 1.96], [0.28, -0.60, -1.09], [0.74, -0.12, 0.14], [1.01, -1.00, -1.80], [-0.44, -1.41, -1.00], [-0.25, 0.17, -1.66], [1.41, 0.56, 0.09], [4.44, 2.23, -0.28], [3.04, 2.07, -0.24], [4.83, 2.34, -1.29], [4.70, 3.10, 0.33], [4.98, 1.43, 0.24], [2.68, 2.08, -1.15]], "homo_ev": -8.2, "multiplicity": 1, "lumo_ev": 0.59, "largest_force_ev_per_a": 2.7, "relative_energy_kj_mol": 0.0, "total_energy_ha": -2407.25823, "orbital_gap_ev": 8.80}